Entry 1:
Formula: C4H11NO3
Source: the OMol25 dataset
Level of theory: ωB97M-V with the def2-TZVPD basis set

The geometry in XYZ format:
```
19
Properties=species:S:1:pos:R:3:mulliken_charge:R:1
C -1.603 -0.473 1.249 -0.76
N -0.526 -0.638 0.309 -0.12
C 0.131 0.354 -0.226 0.52
O -0.063 1.555 -0.074 -0.66
C 1.382 -0.148 -0.910 -0.49
C 2.691 0.438 -0.349 -0.42
O 3.725 0.077 -1.218 -0.50
H -1.232 0.157 2.075 0.33
H -1.993 -1.414 1.672 0.42
H -2.431 0.056 0.747 0.02
H -0.225 -1.567 0.003 0.21
H 1.336 -1.244 -1.055 0.27
H 1.337 0.326 -1.910 0.24
H 2.658 1.544 -0.313 0.26
H 2.802 0.070 0.689 0.32
H 4.592 0.194 -0.776 0.31
O -3.996 0.135 -0.306 -0.64
H -3.715 -0.005 0.627 0.39
H -4.870 0.582 -0.237 0.32
```

Calculated values
* HOMO-LUMO gap: 10.231 eV
* charge: 0
* relative energy (zero: lowest compared OMol25 entry of this formula, charge and spin): 186.9 kJ/mol
* structure (SMILES): CNC(=O)CCO.O
* LUMO energy: 0.702 eV

Entry 2:
Formula: C4H11NO3
Source: the OMol25 dataset
Level of theory: ωB97M-V with the def2-TZVPD basis set

The geometry in XYZ format:
```
19
Properties=species:S:1:pos:R:3:mulliken_charge:R:1
C -1.499 0.428 -0.190 -0.70
C -0.191 0.866 0.475 0.76
N -2.050 1.447 -1.071 -0.69
O -0.450 1.807 1.454 -0.51
O 0.829 1.140 -0.275 -0.81
H 0.334 2.376 1.488 0.37
H -1.348 1.726 -1.749 0.27
H -2.282 2.275 -0.531 0.29
H -2.225 0.181 0.584 0.37
H -1.301 -0.472 -0.774 0.29
C 0.947 -1.892 0.303 -0.25
C 1.539 -1.345 -0.872 -0.72
O 0.208 -0.530 1.361 -0.52
H 0.929 -0.211 1.922 0.33
H 1.586 -2.271 1.094 0.31
H -0.005 -2.401 0.233 0.27
H 1.077 -1.650 -1.806 0.30
H 2.626 -1.359 -0.895 0.34
H 1.277 -0.117 -0.751 0.30
```

Calculated values
* HOMO-LUMO gap: 9.613 eV
* charge: 0
* relative energy (zero: lowest compared OMol25 entry of this formula, charge and spin): 363.4 kJ/mol
* LUMO energy: 0.648 eV

Entry 3:
Formula: C4H11NO3
Source: the OMol25 dataset
Level of theory: ωB97M-V with the def2-TZVPD basis set

The geometry in XYZ format:
```
19
Properties=species:S:1:pos:R:3:mulliken_charge:R:1
C -1.468 1.917 0.549 -1.30
C -1.064 0.549 0.080 0.11
N -0.011 -0.060 0.899 -0.43
C 0.685 -1.176 0.229 -0.25
C 1.626 -1.766 1.242 0.34
O 1.787 -2.924 1.525 -0.54
O 2.586 -0.849 1.535 -0.44
H -2.507 2.114 0.273 0.38
H -0.907 2.778 0.179 0.34
H -1.472 2.010 1.638 0.36
H -0.762 0.477 -0.970 0.04
H -1.897 -0.114 0.141 0.24
H 0.684 0.630 1.158 0.25
H -0.105 -1.804 -0.175 0.40
H 1.285 -0.809 -0.612 0.23
H 3.229 -1.228 2.153 0.32
O -0.747 -0.133 -2.973 -0.65
H -0.869 0.786 -3.254 0.30
H -0.072 -0.396 -3.617 0.31
```

Calculated values
* HOMO-LUMO gap: 9.258 eV
* charge: 0
* relative energy (zero: lowest compared OMol25 entry of this formula, charge and spin): 136.7 kJ/mol
* structure (SMILES): CCNCC(=O)O.O
* LUMO energy: 0.522 eV

Entry 4:
Formula: C4H11NO3
Source: the OMol25 dataset
Level of theory: ωB97M-V with the def2-TZVPD basis set

The geometry in XYZ format:
```
19
Properties=species:S:1:pos:R:3:mulliken_charge:R:1
C -1.353 -0.323 -0.878 -0.84
N -0.214 0.280 -0.009 -0.43
C 0.988 -0.554 0.025 0.39
C 2.311 -0.016 -0.642 -1.04
C 0.820 -1.950 -0.493 0.29
O 1.067 -2.312 -1.611 -0.53
O 0.452 -2.876 0.418 -0.49
H -0.889 -0.806 -1.749 0.33
H -2.083 0.579 -1.063 0.29
H -1.880 -1.109 -0.417 0.31
H 0.124 1.195 -0.600 0.28
H 1.049 -0.591 1.223 0.18
H 2.521 -0.486 -1.621 0.35
H 1.935 1.012 -1.022 0.23
H 3.227 -0.058 -0.147 0.33
H 0.077 -3.699 0.017 0.36
O -2.364 3.751 2.786 -0.61
H -3.069 3.382 3.256 0.31
H -2.716 4.579 2.529 0.31
```

Calculated values
* HOMO-LUMO gap: 9.845 eV
* charge: 0
* relative energy (zero: lowest compared OMol25 entry of this formula, charge and spin): 286.1 kJ/mol
* structure (SMILES): CN[C@H](C)C(=O)O.O
* LUMO energy: 0.831 eV

Entry 5:
Formula: C4H11NO3
Source: the OMol25 dataset
Level of theory: ωB97M-V with the def2-TZVPD basis set

The geometry in XYZ format:
```
19
Properties=species:S:1:pos:R:3:mulliken_charge:R:1
N -1.348 -1.217 1.351 -0.63
C -1.106 0.066 0.676 0.33
C 0.148 0.842 1.102 -0.70
C 1.546 0.320 0.904 -0.39
C 1.776 -0.114 -0.510 0.57
O 1.211 -0.814 -1.327 -0.61
O 2.892 0.515 -0.920 -0.48
H -1.407 -1.992 0.715 0.23
H -2.238 -1.212 1.837 0.22
H -1.036 -0.110 -0.438 -0.33
H -1.917 0.781 0.811 0.38
H 0.142 1.850 0.614 0.29
H 0.050 1.003 2.183 0.28
H 2.336 1.066 1.121 0.26
H 1.793 -0.572 1.551 0.26
H 3.129 0.457 -1.856 0.34
O -2.044 -0.032 -2.351 -0.63
H -2.666 -0.255 -3.048 0.29
H -1.260 -0.582 -2.415 0.31
```

Calculated values
* HOMO-LUMO gap: 9.837 eV
* charge: 0
* relative energy (zero: lowest compared OMol25 entry of this formula, charge and spin): 114.8 kJ/mol
* structure (SMILES): NCCCC(=O)O.O
* LUMO energy: 0.730 eV

Entry 6:
Formula: C4H11NO3
Source: the OMol25 dataset
Level of theory: ωB97M-V with the def2-TZVPD basis set

The geometry in XYZ format:
```
19
Properties=species:S:1:pos:R:3:mulliken_charge:R:1
C -1.084 -0.726 -0.488 0.52
C -0.920 1.810 -0.831 -0.70
N -1.741 0.670 -0.417 -0.27
O -0.935 -0.890 0.851 -0.67
O -2.027 -1.558 -1.092 -0.56
O 0.093 -0.760 -1.212 -0.52
H -1.570 0.154 0.867 0.47
H -1.947 -2.413 -0.652 0.36
H 0.822 -0.652 -0.582 0.26
H -2.632 0.649 -0.903 0.24
H -0.035 1.849 -0.199 0.19
H -1.493 2.727 -0.698 0.34
H -0.602 1.723 -1.871 0.29
C 2.352 0.231 1.227 -0.32
C 2.347 -1.094 1.182 -0.64
H 3.182 -1.655 0.781 0.27
H 1.500 -1.659 1.549 0.28
H 3.185 0.818 0.860 0.23
H 1.505 0.776 1.627 0.25
```

Calculated values
* HOMO-LUMO gap: 10.811 eV
* charge: 0
* relative energy (zero: lowest compared OMol25 entry of this formula, charge and spin): 288.3 kJ/mol
* LUMO energy: 0.855 eV

Entry 7:
Formula: C4H11NO3
Source: the OMol25 dataset
Level of theory: ωB97M-V with the def2-TZVPD basis set

The geometry in XYZ format:
```
19
Properties=species:S:1:pos:R:3:mulliken_charge:R:1
C 0.557 -0.866 0.433 -0.80
C 1.217 -0.079 -0.557 0.01
C 2.268 0.562 0.104 -0.55
N 2.333 0.022 1.367 -0.01
C 1.251 -0.784 1.614 -0.46
H -0.231 -1.547 0.158 0.42
H 0.937 0.089 -1.587 0.38
H 3.100 1.135 -0.299 0.40
H 3.172 0.042 1.922 0.24
H 1.279 -1.525 2.411 0.35
O -2.853 0.461 -0.750 -0.71
H -2.735 1.098 -1.460 0.31
H -2.364 0.829 0.015 0.38
O -1.669 -1.598 -2.278 -0.64
H -2.541 -2.008 -2.293 0.30
H -1.794 -0.932 -1.578 0.36
O -1.012 1.646 0.872 -0.75
H -0.570 2.501 0.871 0.29
H -0.345 0.954 1.035 0.48
```

Calculated values
* HOMO-LUMO gap: 9.548 eV
* charge: 0
* relative energy (zero: lowest compared OMol25 entry of this formula, charge and spin): 132.9 kJ/mol
* structure (SMILES): c1cc[nH]c1.O.O.O
* LUMO energy: 0.683 eV

Entry 8:
Formula: C4H11NO3
Source: the OMol25 dataset
Level of theory: ωB97M-V with the def2-TZVPD basis set

The geometry in XYZ format:
```
19
Properties=species:S:1:pos:R:3:mulliken_charge:R:1
O 0.346 0.117 1.468 -0.54
C 0.384 -0.252 0.311 0.76
N -0.269 0.693 -0.542 0.20
C -0.472 0.490 -1.964 -0.42
O -1.820 0.074 -2.090 -0.41
C 1.304 -1.269 -0.259 -0.71
C 2.018 -2.157 0.762 -1.28
H -0.864 1.397 -0.075 0.31
H -0.499 1.426 -2.518 0.32
H 0.227 -0.227 -2.373 0.38
H -1.875 -0.887 -2.015 0.36
H 0.751 -1.898 -0.962 0.44
H 1.990 -0.781 -0.963 0.46
H 1.268 -2.861 1.108 0.34
H 2.792 -2.686 0.207 0.37
H 2.573 -1.628 1.529 0.37
H -0.841 1.227 2.074 0.44
H -0.600 2.647 1.789 0.31
O -1.310 2.085 2.098 -0.68
```

Calculated values
* HOMO-LUMO gap (spin up / spin down): 10.656 / 5.639 eV
* charge: +1
* spin multiplicity: 2
* relative energy (zero: lowest compared OMol25 entry of this formula, charge and spin): 182.2 kJ/mol
* <S²>: 0.77
* LUMO energy (spin up / spin down): -4.372 / -9.385 eV

Entry 9:
Formula: C4H11NO3S2
Source: the OMol25 dataset
Level of theory: ωB97M-V with the def2-TZVPD basis set

The geometry in XYZ format:
```
21
Properties=species:S:1:pos:R:3:mulliken_charge:R:1
C -1.639 -2.892 1.961 -0.95
C 0.582 -3.020 0.749 -0.80
C -0.315 -0.906 1.455 -0.91
C -1.113 0.282 0.975 -0.51
H -2.275 -3.503 1.361 0.31
H -0.975 -3.376 2.728 0.36
H -2.235 -1.973 2.559 0.26
H 0.467 -4.098 0.426 0.32
H 0.659 -2.312 -0.524 0.22
H 1.531 -3.112 1.422 0.25
H -0.358 -0.771 2.524 0.45
H 0.717 -0.468 1.190 0.39
H -0.658 1.084 1.531 0.40
H -2.201 0.184 1.216 0.31
H 0.806 3.053 -2.229 0.38
N -0.638 -2.303 1.140 0.10
O 0.519 2.030 -2.368 -0.57
O 1.134 2.551 -0.136 -0.64
O 1.736 0.221 -0.908 -0.51
S -1.010 0.684 -0.661 0.01
S 0.809 1.329 -0.822 1.13
```

Calculated values
* HOMO-LUMO gap: 8.749 eV
* charge: 0
* relative energy (zero: lowest compared OMol25 entry of this formula, charge and spin): 432.6 kJ/mol
* LUMO energy: 0.387 eV

Entry 10:
Formula: C4H11NO4
Source: the OMol25 dataset
Level of theory: ωB97M-V with the def2-TZVPD basis set

The geometry in XYZ format:
```
20
Properties=species:S:1:pos:R:3:mulliken_charge:R:1
N -2.320 0.801 -0.033 -0.72
C -0.959 0.495 -0.462 0.40
C -0.791 -0.929 -1.024 -0.60
C 0.385 -1.144 -1.965 -0.54
O 1.658 -1.150 -1.327 -0.52
C -0.085 0.703 0.759 0.45
O -0.421 0.426 1.886 -0.70
O 1.132 1.145 0.436 -0.54
H -2.486 0.448 0.896 0.23
H -3.003 0.384 -0.664 0.26
H -0.673 1.236 -1.202 0.26
H -0.748 -1.652 -0.214 0.21
H -1.709 -1.154 -1.575 0.35
H 0.300 -2.122 -2.409 0.36
H 0.359 -0.400 -2.762 0.30
H 1.800 -0.306 -0.888 0.36
H 1.698 1.218 1.237 0.46
O 2.063 1.022 2.983 -0.72
H 1.157 0.702 3.157 0.37
H 2.643 0.278 3.171 0.33
```

Calculated values
* HOMO-LUMO gap: 10.184 eV
* charge: 0
* relative energy (zero: lowest compared OMol25 entry of this formula, charge and spin): 0.0 kJ/mol
* structure (SMILES): N[C@H](CCO)C(=O)O.O
* LUMO energy: 0.609 eV

Entry 11:
Formula: C4H11NO7P2PdS4
Source: the OMol25 dataset
Level of theory: ωB97M-V with the def2-TZVPD basis set

The geometry in XYZ format:
```
30
Properties=species:S:1:pos:R:3:mulliken_charge:R:1
Pd 0.149 -1.711 0.335 0.44
N -0.818 2.176 -1.383 -0.19
C -0.764 1.631 0.002 0.49
C -1.059 2.671 1.060 -1.59
P -1.934 0.177 0.099 0.95
O -3.364 0.840 0.531 -0.58
O -1.395 -0.634 1.297 -0.78
O -1.978 -0.447 -1.285 -0.71
P 1.022 1.064 0.042 1.02
O 1.570 2.594 0.221 -0.55
O 1.263 0.158 1.255 -0.63
O 1.404 0.532 -1.350 -0.84
H -1.618 1.735 -1.856 0.34
H 0.009 1.816 -1.905 0.29
H -0.886 3.210 -1.425 0.34
H -2.129 2.716 1.301 0.40
H -0.702 3.670 0.858 0.43
H -0.589 2.309 1.981 0.38
H -4.044 0.204 0.264 0.36
H 2.502 2.656 -0.017 0.39
S -1.109 -3.705 0.060 0.13
S -2.977 -3.350 -0.149 -0.19
S -0.647 -4.185 1.813 0.06
S 0.968 -2.966 2.222 -0.19
C 3.147 -1.966 -0.356 -0.86
C 1.955 -2.491 -1.078 0.66
O 1.682 -3.111 -2.043 -0.42
H 3.903 -1.628 -1.084 0.30
H 3.544 -2.797 0.249 0.34
H 2.893 -1.169 0.343 0.22
```

Calculated values
* HOMO-LUMO gap (spin up / spin down): 7.045 / 5.497 eV
* charge: 0
* spin multiplicity: 5
* relative energy (zero: lowest compared OMol25 entry of this formula, charge and spin): 91.8 kJ/mol
* <S²>: 6.02
* LUMO energy (spin up / spin down): 0.006 / -2.346 eV

Entry 12:
Formula: C4H11NOS
Source: the OMol25 dataset
Level of theory: ωB97M-V with the def2-TZVPD basis set

The geometry in XYZ format:
```
18
Properties=species:S:1:pos:R:3:mulliken_charge:R:1
C -2.543 0.255 -1.244 -0.66
N -2.118 0.214 0.134 -0.59
C -0.738 0.528 0.289 0.88
C -0.129 0.556 1.745 -0.83
S 2.785 -0.933 1.548 -0.74
C 0.275 -0.433 -0.466 -0.62
O -0.387 0.608 -2.866 -0.50
H -3.017 1.226 -1.475 0.34
H -1.759 0.221 -2.082 0.22
H -3.300 -0.515 -1.465 0.31
H 0.119 1.539 2.123 0.23
H -0.602 1.531 -0.140 0.16
H -0.916 0.123 2.350 0.27
H 0.767 -0.099 1.814 0.05
H 0.024 0.956 -3.683 0.23
H 0.756 0.137 -1.283 0.16
H 1.141 -0.782 0.133 -0.18
H -0.341 -1.251 -0.860 0.27
```

Calculated values
* HOMO-LUMO gap (spin up / spin down): 6.189 / 3.003 eV
* charge: -1
* spin multiplicity: 2
* relative energy (zero: lowest compared OMol25 entry of this formula, charge and spin): 505.0 kJ/mol
* <S²>: 1.75
* LUMO energy (spin up / spin down): 2.983 / 0.354 eV

no.,E (Ha)
1,-439.45474
2,-439.38751
3,-439.47386
4,-439.41695
5,-439.48221
6,-439.41610
7,-439.47531
8,-439.12327
9,-1235.67919
10,-514.75284
11,-3143.87040
12,-686.96609